A:
Formula: CH9N6
Source: OMol25
Level of theory: ωB97M-V/def2-TZVPD

The total charge is +1. The calculation puts the gap between HOMO and LUMO at 10.66 eV. As for the multiplicity: 1. The value obtained for the LUMO energy is -3.040 eV.

XYZ file:
```
16
CH9N6 | OMol25 | ωB97M-V/def2-TZVPD
C 1.387 -0.177 0.073
N 0.660 -1.276 0.112
N 0.907 0.948 -0.469
N 2.671 -0.195 0.383
N -2.211 -0.352 1.041
N -2.585 0.517 -0.937
N -1.843 0.450 0.163
H -0.152 1.057 -0.499
H 1.580 1.752 -0.437
H 3.207 -1.011 0.308
H 3.013 0.708 0.783
H -0.265 -1.052 0.058
H -1.424 -0.404 1.679
H -2.383 1.317 -1.471
H -3.491 -0.038 -1.070
H 0.928 -2.244 0.283
```

---

B:
Formula: CH9N6
Source: OMol25
Level of theory: ωB97M-V/def2-TZVPD

The total charge is +1. The calculation puts the gap between HOMO and LUMO at 10.15 eV. As for the multiplicity: 1. The value obtained for the LUMO energy is -3.904 eV.

XYZ file:
```
16
CH9N6 | OMol25 | ωB97M-V/def2-TZVPD
C 0.672 -0.625 -0.691
N 0.616 0.600 -0.032
N -0.488 -1.275 -0.910
N 1.863 -1.369 -0.637
N -2.699 0.151 0.463
N -1.937 0.816 1.104
N 1.798 1.254 0.450
H -1.419 -0.821 -0.496
H -0.477 -2.054 -1.590
H 2.710 -0.788 -0.548
H 1.887 -2.133 -1.353
H -0.298 0.828 0.390
H -3.733 0.030 0.834
H -2.299 1.482 1.749
H 1.775 1.328 1.443
H 1.909 2.229 0.082
```

---

C:
Formula: CH9N6
Source: OMol25
Level of theory: ωB97M-V/def2-TZVPD

The total charge is +1. The calculation puts the gap between HOMO and LUMO at 9.66 eV. As for the multiplicity: 1. The value obtained for the LUMO energy is -2.937 eV.

XYZ file:
```
16
CH9N6 | OMol25 | ωB97M-V/def2-TZVPD
C -1.403 0.013 0.116
N -0.126 0.274 0.431
N -1.705 -1.313 0.131
N -2.269 1.033 -0.001
N 2.768 -0.349 -1.077
N 2.520 -0.896 -0.042
N 0.274 1.565 0.688
H -1.027 -2.034 0.166
H -2.575 -1.724 -0.123
H -1.887 1.757 -0.636
H -3.158 0.916 -0.273
H 0.564 -0.543 0.687
H 3.318 -0.640 -1.917
H 3.080 -1.824 0.204
H 1.057 1.917 -0.005
H 0.570 1.848 1.651
```

---

Calculated relative energies: A 0.0000; B 0.0341; C 0.0562, given in hartree

---

A:
Formula: C24H42Br19F3O4S
Source: OMol25
Level of theory: ωB97M-V/def2-TZVPD

The calculation puts the gap between HOMO and LUMO at 6.30 eV. As for the multiplicity: 1. The value obtained for the LUMO energy is -2.120 eV.

XYZ file:
```
93
C24H42Br19F3O4S | OMol25 | ωB97M-V/def2-TZVPD
O -4.916 -0.363 -1.800
C -3.572 -0.411 -2.004
Br -2.747 -2.232 -2.040
C -2.794 1.024 -2.154
O -1.513 1.044 -1.428
S -0.953 2.676 -1.607
O 0.197 2.579 -2.639
O -0.415 3.103 -0.047
C 0.252 4.426 -0.035
C 0.824 4.613 1.525
C 1.970 3.469 1.785
F 1.771 2.496 2.920
C 3.202 3.277 0.971
F 4.378 4.135 1.302
F 3.344 2.246 -0.121
H -2.563 1.349 -3.262
H -3.462 1.887 -1.673
H -0.503 5.303 -0.329
H 1.111 4.473 -0.840
H 1.170 5.705 1.761
H -0.103 4.313 2.215
Br 7.992 5.431 -1.528
C 8.307 4.307 0.034
C 7.957 2.865 -0.250
Br 6.026 2.589 -0.224
H 7.733 4.739 0.859
H 9.374 4.410 0.247
H 8.348 2.211 0.534
H 8.316 2.514 -1.221
Br 5.641 7.829 0.508
C 5.660 7.968 2.453
C 4.786 6.910 3.086
Br 2.897 7.373 2.939
H 5.355 8.989 2.703
H 6.706 7.826 2.739
H 4.979 6.842 4.161
H 4.909 5.921 2.637
Br -5.444 -7.281 -1.097
C -5.252 -5.810 -2.363
C -4.333 -6.185 -3.502
Br -2.464 -6.128 -2.949
H -4.907 -4.942 -1.795
H -6.264 -5.618 -2.732
H -4.411 -5.459 -4.316
H -4.518 -7.188 -3.897
Br 1.130 -2.263 -0.111
C 0.991 -4.041 -0.898
C 1.650 -4.091 -2.256
Br 0.529 -3.257 -3.617
H -0.072 -4.298 -0.922
H 1.504 -4.704 -0.196
H 1.776 -5.126 -2.587
H 2.619 -3.585 -2.287
Br -8.064 3.458 -3.238
C -8.438 2.521 -1.569
C -7.181 2.340 -0.750
Br -6.074 0.902 -1.464
H -8.923 1.577 -1.834
H -9.154 3.156 -1.040
H -7.426 2.031 0.270
H -6.555 3.236 -0.712
Br 0.664 12.240 5.535
C 1.753 12.495 3.937
C 2.419 11.205 3.518
Br 3.949 10.798 4.658
H 2.462 13.298 4.159
H 1.054 12.835 3.168
H 2.832 11.294 2.509
H 1.753 10.339 3.558
Br -7.725 -9.955 -3.553
C -8.099 -10.892 -1.884
C -6.842 -11.072 -1.065
Br -5.736 -12.511 -1.779
H -8.584 -11.836 -2.149
H -8.816 -10.256 -1.356
H -7.088 -11.382 -0.045
H -6.216 -10.177 -1.027
Br 5.637 -3.380 0.171
C 6.031 -1.485 0.412
C 7.489 -1.191 0.147
Br 8.604 -1.749 1.647
H 5.710 -1.218 1.423
H 5.395 -0.968 -0.314
H 7.655 -0.114 0.055
H 7.878 -1.692 -0.744
Br -2.296 -9.342 -0.557
C -2.278 -9.202 1.388
C -3.151 -10.260 2.021
Br -5.040 -9.798 1.874
H -2.582 -8.181 1.638
H -1.231 -9.344 1.673
H -2.958 -10.328 3.095
H -3.028 -11.250 1.572
```

---

B:
Formula: C24H42Br19F3O4S
Source: OMol25
Level of theory: ωB97M-V/def2-TZVPD

The calculation puts the gap between HOMO and LUMO at 7.25 eV. As for the multiplicity: 1. The value obtained for the LUMO energy is -1.274 eV.

XYZ file:
```
93
C24H42Br19F3O4S | OMol25 | ωB97M-V/def2-TZVPD
O 0.355 0.649 4.842
C -0.030 1.049 3.762
Br -1.914 0.755 3.363
C 1.043 1.704 2.842
O 0.919 1.296 1.459
S 2.269 2.011 0.725
O 1.739 3.118 -0.057
O 2.848 0.781 -0.231
C 3.942 1.234 -1.065
C 4.306 -0.006 -1.995
C 3.104 -0.284 -2.938
F 2.504 -1.555 -2.892
C 2.539 0.633 -3.814
F 3.176 0.805 -5.051
F 1.359 1.354 -3.544
H 1.044 2.828 2.859
H 2.065 1.364 3.186
H 4.832 1.548 -0.439
H 3.652 2.144 -1.654
H 5.277 0.120 -2.528
H 4.357 -0.883 -1.285
Br 3.154 4.605 -8.002
C 2.377 2.913 -8.570
C 1.002 2.714 -7.981
Br 1.076 2.191 -6.102
H 3.085 2.134 -8.294
H 2.318 2.977 -9.656
H 0.490 1.893 -8.482
H 0.384 3.607 -8.031
Br 6.370 2.815 -6.627
C 6.950 1.041 -7.193
C 6.269 -0.042 -6.401
Br 7.051 -0.213 -4.625
H 8.033 1.018 -7.104
H 6.675 0.977 -8.245
H 6.419 -1.014 -6.871
H 5.205 0.128 -6.265
Br -5.737 -2.034 6.703
C -4.685 -0.403 6.543
C -5.525 0.743 6.043
Br -5.845 0.605 4.126
H -3.841 -0.632 5.896
H -4.320 -0.200 7.549
H -5.000 1.689 6.176
H -6.498 0.804 6.523
Br -2.592 -0.317 -0.782
C -4.382 -0.109 -0.051
C -4.912 1.276 -0.315
Br -4.123 2.579 0.898
H -4.328 -0.356 1.008
H -4.986 -0.857 -0.563
H -5.983 1.322 -0.120
H -4.717 1.623 -1.327
Br 4.625 2.426 7.554
C 4.221 0.521 7.675
C 3.924 -0.064 6.315
Br 2.108 0.418 5.694
H 3.394 0.417 8.376
H 5.114 0.070 8.107
H 3.930 -1.155 6.359
H 4.621 0.268 5.546
Br 12.733 -1.783 -3.871
C 12.375 0.027 -4.497
C 10.921 0.208 -4.847
Br 10.498 -0.612 -6.563
H 13.044 0.210 -5.334
H 12.653 0.675 -3.667
H 10.685 1.264 -4.972
H 10.246 -0.226 -4.114
Br -8.184 -0.888 10.031
C -8.599 -2.787 10.150
C -8.920 -3.363 8.796
Br -10.715 -2.873 8.222
H -9.412 -2.889 10.865
H -7.701 -3.248 10.560
H -8.922 -4.452 8.833
H -8.238 -3.033 8.017
Br -4.957 -0.042 -4.776
C -3.278 0.358 -5.674
C -3.519 0.968 -7.028
Br -4.048 -0.381 -8.331
H -2.710 -0.568 -5.714
H -2.767 1.064 -5.021
H -2.603 1.397 -7.421
H -4.298 1.727 -7.024
Br -8.387 -2.503 4.016
C -7.834 -4.291 3.477
C -8.453 -5.346 4.357
Br -7.553 -5.446 6.082
H -6.747 -4.304 3.491
H -8.181 -4.397 2.450
H -8.329 -6.334 3.915
H -9.507 -5.173 4.558
```

---

Calculated relative energies: A 0.2220; B 0.0000, given in hartree

---

A:
Formula: C18H40N2O3
Source: OMol25
Level of theory: ωB97M-V/def2-TZVPD

The calculation puts the gap between HOMO and LUMO at 8.55 eV. As for the multiplicity: 1. The value obtained for the LUMO energy is 0.594 eV.

XYZ file:
```
63
C18H40N2O3 | OMol25 | ωB97M-V/def2-TZVPD
C 2.292 -3.453 2.344
C 1.003 -3.505 1.484
C 1.021 -2.143 0.751
C 0.337 -2.077 -0.659
C 0.652 -3.278 -1.552
C 0.329 -4.612 -0.833
N 1.158 -4.537 0.415
O 1.340 -5.781 0.999
C -1.175 -4.911 -0.602
C 0.830 -5.693 -1.925
C -0.232 -3.801 2.426
H 2.188 -2.763 3.181
H 3.158 -3.070 1.804
H 2.609 -4.426 2.721
H 0.335 -1.621 1.420
H 1.938 -1.559 0.826
H 0.562 -1.102 -1.092
H -0.728 -2.031 -0.428
H 1.713 -3.251 -1.798
H 0.021 -3.290 -2.441
H -1.658 -5.181 -1.541
H -1.208 -5.701 0.148
H -1.779 -4.051 -0.314
H 0.669 -6.719 -1.593
H 0.547 -5.500 -2.959
H 1.919 -5.731 -1.909
H -0.291 -4.841 2.746
H -1.143 -3.462 1.933
H -0.077 -3.308 3.385
H 2.167 -6.129 0.657
C 0.174 2.762 1.709
C -1.039 3.397 0.957
C -0.885 4.894 1.318
C 0.073 5.653 0.427
C -0.281 5.436 -1.010
C -0.266 4.020 -1.527
N -1.081 3.196 -0.587
O -1.325 1.947 -1.065
C -0.936 4.024 -2.935
C 1.210 3.487 -1.809
C -2.345 2.836 1.635
H 0.033 1.681 1.732
H 0.290 3.022 2.761
H 1.095 2.862 1.135
H -1.839 5.413 1.412
H -0.466 5.041 2.313
H 1.117 5.505 0.703
H 0.081 6.718 0.659
H 0.336 5.957 -1.742
H -1.258 5.917 -1.062
H -0.809 3.109 -3.513
H -1.979 4.339 -2.958
H -0.480 4.770 -3.586
H 1.892 3.424 -0.961
H 1.150 2.585 -2.418
H 1.804 4.160 -2.428
H -2.624 1.813 1.382
H -3.189 3.409 1.251
H -2.260 2.934 2.717
H -2.128 2.016 -1.586
O -1.170 0.270 0.018
H -1.096 1.052 -0.529
H -0.300 -0.127 -0.012
```

---

B:
Formula: C18H40N2O3
Source: OMol25
Level of theory: ωB97M-V/def2-TZVPD

The SMILES is CC1(C)CCCC(C)(C)N1O.CC1(C)CCCC(C)(C)N1O.O. The calculation puts the gap between HOMO and LUMO at 8.69 eV. As for the multiplicity: 1. The value obtained for the LUMO energy is 0.565 eV.

XYZ file:
```
63
C18H40N2O3 | OMol25 | ωB97M-V/def2-TZVPD
C 2.034 -1.077 1.247
C 2.561 -0.502 2.576
C 4.070 -0.281 2.434
C 1.904 0.862 2.787
C 0.449 0.754 3.228
C 0.292 -0.157 4.444
C 0.949 -1.518 4.318
C 1.170 -2.065 5.742
C 0.053 -2.513 3.555
N 2.267 -1.338 3.721
O 3.019 -2.532 3.753
H 0.970 -1.297 1.221
H 2.195 -0.354 0.441
H 2.583 -1.981 0.972
H 4.391 0.379 3.245
H 4.631 -1.206 2.547
H 4.296 0.178 1.475
H 2.484 1.468 3.491
H 1.951 1.380 1.825
H 0.046 1.743 3.449
H -0.120 0.345 2.386
H -0.791 -0.275 4.586
H 0.579 0.380 5.354
H 0.207 -2.132 6.252
H 1.845 -1.401 6.278
H 1.571 -3.077 5.709
H 0.630 -3.410 3.324
H -0.366 -2.108 2.636
H -0.777 -2.822 4.195
H 3.772 -2.325 4.315
C -2.432 -0.180 -1.250
C -1.286 -0.129 -2.277
C 0.017 -0.367 -1.526
C -1.478 -1.209 -3.327
C -2.546 -0.875 -4.348
C -2.199 0.425 -5.059
C -1.955 1.595 -4.108
C -1.090 2.624 -4.866
C -3.311 2.263 -3.778
N -1.187 1.166 -2.948
O -0.999 2.216 -2.022
H -2.224 0.432 -0.369
H -3.381 0.192 -1.649
H -2.633 -1.197 -0.905
H 0.231 0.489 -0.883
H 0.037 -1.268 -0.917
H 0.866 -0.358 -2.216
H -0.526 -1.436 -3.820
H -1.757 -2.150 -2.843
H -2.641 -1.711 -5.041
H -3.514 -0.767 -3.843
H -2.950 0.676 -5.808
H -1.277 0.244 -5.626
H -0.120 2.176 -5.071
H -0.979 3.536 -4.278
H -1.556 2.919 -5.810
H -3.930 1.589 -3.182
H -3.813 2.464 -4.721
H -3.197 3.179 -3.195
H -1.870 2.595 -1.839
O 1.931 2.685 -1.534
H 1.009 2.701 -1.820
H 1.896 2.363 -0.630
```

---

Calculated relative energies: A 0.1704; B 0.0000, given in hartree